Version a
ORCA calculation (wB97M-V/def2-TZVPD) on a cluster of 2 separate species, C3H3Cl2NO in total.

E_HOMO: -9.42 eV
E_LUMO: -0.8150 eV

Atoms and positions in Å:
C 0.7272 0.1902 0.7054
C 0.1705 -0.8666 0.2722
C -3.0124 0.4111 -0.1548
N -1.8402 -0.3737 0.1642
O -2.9750 1.5462 -0.4995
Cl 0.2002 -2.3905 -0.2171
Cl -4.4481 -0.5278 0.2555
H 1.7565 0.3205 1.0351
H -0.0569 0.7982 0.9336
H -2.1648 -1.2832 0.3965


Version b
ORCA calculation (wB97M-V/def2-TZVPD) on the molecule C3H3Cl2NO.

E_HOMO: -9.83 eV
E_LUMO: 0.5489 eV

Atoms and positions in Å:
C -0.5053 -1.5325 0.4847
C -0.4100 -0.7723 -0.5999
Cl -1.2055 -1.0788 -2.1061
N 0.1746 0.5576 -0.4797
C 0.6942 1.2903 0.5428
O 1.0068 1.0952 1.6541
Cl 0.9094 3.0435 -0.0205
H -0.9453 -2.4656 0.4367
H -0.0305 -1.2132 1.4175
H 0.3117 1.0758 -1.3295


Most stable structure: version b


Version a
ORCA calculation (wB97M-V/def2-TZVPD) on the molecule C3H3Cl2NO.

E_HOMO: -10.47 eV
E_LUMO: 0.6979 eV

Atoms and positions in Å:
Cl -3.1968 -0.7123 0.0466
C -1.5151 -1.4028 -0.0478
Cl -1.3748 -2.6132 -1.3579
C -0.4811 -0.2856 -0.3006
C 0.3065 -0.4216 0.9623
N -0.0846 -1.3643 1.7188
O -1.2262 -1.9641 1.2038
H -1.1408 0.6518 -0.4702
H -0.0100 -0.5548 -1.3434
H 1.1236 0.0624 1.3605


Version b
ORCA calculation (wB97M-V/def2-TZVPD) on a cluster of 2 separate species, C3H3Cl2NO in total.

E_HOMO: -8.99 eV
E_LUMO: 0.1505 eV

Atoms and positions in Å:
N 1.6727 -0.1281 0.6707
C 0.6986 -0.8495 0.5553
C -0.4148 -1.4332 0.8709
Cl -1.9625 -1.1014 0.2579
Cl -0.3534 -2.6994 2.0109
H 2.5136 -0.2946 0.2209
C -0.5401 1.6813 -1.1295
O -1.0300 1.2637 -2.1297
H 0.5498 1.9099 -1.1474
H -1.1339 1.6514 -0.1800


Most stable structure: version a


Version a
ORCA calculation (wB97M-V/def2-TZVPD) on a structure of composition C6H18Cl2N9O3RbS.

E_HOMO: -8.08 eV
E_LUMO: -0.0171 eV

Atoms and positions in Å:
Rb -0.6399 -0.7527 -0.4340
N 1.9219 -0.7387 3.6910
N 1.7184 -1.6236 2.6141
C 1.7409 -1.1577 1.3009
O 1.8508 -2.0356 0.4032
O 1.5667 0.0792 1.1199
H 1.0461 -0.2621 3.8707
H 2.5704 -0.0134 3.3969
H 2.1521 -2.5232 2.7430
C -1.4607 0.8573 2.9685
C -1.9105 -0.5897 2.9195
O -2.5808 -0.9041 1.6944
H -1.0297 1.0817 3.9464
H -2.3081 1.5317 2.8227
H -0.7051 1.0672 2.2104
H -2.5619 -0.8213 3.7676
H -1.0546 -1.2660 2.9641
H -3.3387 -0.3163 1.6075
Cl -0.2189 -3.8279 -1.4187
C -1.7861 -4.1052 -2.1877
Cl -2.9248 -2.7766 -1.8688
H -2.2130 -5.0122 -1.7774
H -1.6453 -4.1772 -3.2593
N 2.2085 -1.1407 -2.2439
C 2.3200 0.1680 -2.5082
N 2.5167 0.9741 -1.4571
S 2.1905 0.7499 -4.1019
H 2.2046 -1.5024 -1.2831
H 2.0193 -1.7474 -3.0210
H 2.3680 0.6551 -0.4948
H 2.6046 1.9584 -1.6389
N 0.7223 3.4173 -2.7555
N -0.3950 3.1140 -1.9976
N -1.1680 4.0400 -1.4790
C -2.0112 3.2984 -0.7623
N -1.7388 1.9982 -0.8557
N -0.6926 1.9012 -1.6502
H 0.4473 4.1311 -3.4202
H 1.0320 2.5590 -3.2412
H -2.8175 3.7125 -0.1843


Version b
ORCA calculation (wB97M-V/def2-TZVPD) on a structure of composition C6H18Cl2N9O3RbS.

E_HOMO: -8.23 eV
E_LUMO: 0.2116 eV

Atoms and positions in Å:
Rb 0.3463 -0.0112 0.4481
N -2.8474 -3.2576 -1.9496
N -2.9976 -1.9812 -2.4983
C -2.1389 -0.9419 -2.1556
O -2.5349 0.2019 -2.5459
O -1.0749 -1.1859 -1.5547
H -2.8784 -3.9523 -2.6838
H -3.5788 -3.4541 -1.2768
H -3.9027 -1.6894 -2.8310
C 1.0090 -3.7002 -1.3946
C 0.4286 -3.5650 -0.0048
O 1.2118 -2.6906 0.8292
H 0.3909 -4.3778 -1.9851
H 2.0263 -4.1010 -1.3650
H 1.0083 -2.7324 -1.8944
H 0.3350 -4.5397 0.4836
H -0.5594 -3.1095 -0.0734
H 2.1053 -3.0439 0.8788
Cl 2.9109 0.0794 -2.0099
C 3.6086 1.3976 -1.0467
Cl 3.7960 0.9275 0.6536
H 2.9269 2.2434 -1.0899
H 4.5890 1.6294 -1.4435
N -0.2405 1.8074 -2.5313
C -0.4736 2.4971 -1.4173
N -1.6473 2.2319 -0.8147
S 0.6545 3.5748 -0.7494
H -0.9424 1.1199 -2.8284
H 0.6481 1.9080 -2.9846
H -2.2892 1.5857 -1.2882
H -1.9485 2.8594 -0.0924
N 0.1525 2.2460 6.0725
N 0.2168 2.4361 4.7054
N 0.1710 3.6181 4.1069
C 0.2667 3.2712 2.8392
N 0.3683 1.9306 2.6898
N 0.3347 1.4226 3.8873
H -0.6830 2.7065 6.4138
H 0.9644 2.6830 6.4933
H 0.2674 3.9561 2.0075


Most stable structure: version a


Version a
ORCA calculation (wB97M-V/def2-TZVPD) on a structure of composition C38H42N8O6PtS.

E_HOMO (alpha / beta): -7.17 / -7.58 eV
E_LUMO (alpha / beta): -0.5037 / -2.1796 eV
2S+1: 5
Expectation value of S²: 6.0748

Atoms and positions in Å:
Pt 1.0594 -0.4681 -0.9147
O 5.0109 -0.0485 0.4361
C 3.9893 0.1454 -0.2043
N 3.2078 -0.8011 -0.7734
C 3.6972 -1.9249 -1.3157
C 5.0246 -2.0572 -1.7625
C 5.4520 -3.2339 -2.3165
C 4.5669 -4.3117 -2.4664
C 3.2671 -4.2187 -2.0391
C 2.7873 -3.0253 -1.4744
N 1.5151 -2.7957 -1.0928
C 0.6982 -3.7886 -0.6939
O 1.0176 -4.9550 -0.4918
C -0.7182 -3.3534 -0.4633
C -1.6905 -4.3452 -0.3478
C -3.0094 -3.9719 -0.1836
C -3.3129 -2.6196 -0.1378
C -2.2724 -1.7080 -0.2238
N -1.0067 -2.0602 -0.3834
C 3.5163 1.5337 -0.5079
C 4.3198 2.6227 -0.1829
C 3.9761 3.8739 -0.6663
C 2.8861 3.9754 -1.5164
C 2.1315 2.8374 -1.7695
N 2.4128 1.6595 -1.2425
H 5.6913 -1.2137 -1.6700
H 6.4719 -3.3299 -2.6584
H 4.9091 -5.2147 -2.9479
H 2.5866 -5.0455 -2.1554
H -1.3821 -5.3781 -0.3995
H -3.7887 -4.7143 -0.1073
H -4.3316 -2.2747 -0.0523
H -2.4669 -0.6448 -0.1740
H 5.1937 2.4512 0.4262
H 4.5489 4.7501 -0.4009
H 2.6274 4.9141 -1.9809
H 1.2650 2.8737 -2.4152
C -2.1582 -1.2267 -3.9672
C -0.9915 -0.3834 -4.4887
C 0.3483 -1.0732 -4.2317
C -1.0880 1.0220 -3.9483
C -1.4732 2.0294 -4.8077
C -1.6744 3.3376 -4.3856
C -1.5045 3.6544 -3.0442
C -1.1064 2.6986 -2.1404
C -0.9935 3.0091 -0.6705
C -0.6165 4.4570 -0.3698
C -2.3260 2.6620 0.0043
C -0.8404 1.3365 -2.5618
N -0.4295 0.4546 -1.6999
H -2.1536 -2.1939 -4.4611
H -3.1039 -0.7316 -4.1761
H -2.0719 -1.3762 -2.8948
H -1.1023 -0.3091 -5.5780
H 0.4833 -1.3134 -3.1709
H 1.1702 -0.4341 -4.5512
H 0.3810 -2.0028 -4.7968
H -1.6345 1.7933 -5.8520
H -1.9804 4.0995 -5.0882
H -1.6934 4.6670 -2.7158
H -0.2064 2.3621 -0.2658
H -1.4627 5.1223 -0.5183
H 0.2045 4.7828 -1.0015
H -0.2991 4.5460 0.6665
H -3.1278 3.2607 -0.4235
H -2.2824 2.8585 1.0728
H -2.5643 1.6133 -0.1540
C -4.2735 2.4570 4.8158
C -3.3412 1.3894 4.2845
S -2.8728 0.3106 5.6895
O -2.1005 1.0974 6.6085
O -4.0576 -0.3399 6.1681
C -1.7666 -0.9539 4.9441
C -0.3701 -0.3607 4.8009
N 0.3510 -0.8877 3.6603
C 0.2607 -0.4208 2.3962
N 1.1006 -1.0327 1.5821
C 1.7687 -1.9371 2.3189
C 1.3176 -1.8770 3.6234
N 1.6882 -2.6832 4.7110
O 0.9971 -2.6426 5.7217
O 2.6706 -3.3851 4.5646
C -0.6914 0.6089 1.9475
H -4.5731 3.1367 4.0187
H -3.7674 3.0168 5.5995
H -5.1594 1.9912 5.2404
H -2.4231 1.8226 3.8972
H -3.8251 0.7556 3.5448
H -2.2131 -1.2208 3.9890
H -1.7745 -1.8199 5.6021
H 0.1997 -0.5725 5.7070
H -0.4455 0.7263 4.6930
H 2.5008 -2.6041 1.9110
H -0.4233 1.5877 2.3421
H -1.7032 0.3591 2.2546
H -0.6305 0.6207 0.8578


Version b
ORCA calculation (wB97M-V/def2-TZVPD) on a structure of composition C38H42N8O6PtS.

E_HOMO (alpha / beta): -7.22 / -8.06 eV
E_LUMO (alpha / beta): -0.3872 / -2.0047 eV
2S+1: 5
Expectation value of S²: 6.0730

Atoms and positions in Å:
Pt 0.0413 0.6328 0.0014
O 3.9927 0.8345 1.3777
C 2.9971 1.0606 0.7222
N 2.1395 0.1158 0.2099
C 2.5591 -1.0796 -0.2291
C 3.9097 -1.3490 -0.5828
C 4.2605 -2.5729 -1.0597
C 3.2888 -3.5963 -1.2116
C 1.9852 -3.3899 -0.8701
C 1.5588 -2.1249 -0.3755
N 0.2933 -1.7913 -0.0453
C -0.5805 -2.7699 0.3732
O -0.2806 -3.9280 0.6378
C -2.0336 -2.3866 0.5865
C -2.9597 -3.4195 0.7187
C -4.2934 -3.1001 0.9005
C -4.6595 -1.7621 0.9530
C -3.6636 -0.8070 0.8285
N -2.3816 -1.1100 0.6534
C 2.6235 2.4817 0.3637
C 3.4949 3.5132 0.6679
C 3.2277 4.7759 0.1634
C 2.1179 4.9497 -0.6477
C 1.2844 3.8646 -0.8798
N 1.5181 2.6635 -0.3625
H 4.6459 -0.5659 -0.4741
H 5.2896 -2.7663 -1.3359
H 3.5870 -4.5553 -1.6179
H 1.2574 -4.1738 -0.9862
H -2.6087 -4.4404 0.6767
H -5.0385 -3.8803 0.9996
H -5.6927 -1.4622 1.0758
H -3.9029 0.2539 0.8621
H 4.3673 3.2941 1.2685
H 3.8796 5.6101 0.3901
H 1.8962 5.9081 -1.0992
H 0.3943 3.9620 -1.4926
C -2.8466 -0.3705 -2.9647
C -1.8648 0.5984 -3.6386
C -0.4334 0.0565 -3.5728
C -2.0759 2.0126 -3.1222
C -2.5884 2.9439 -4.0089
C -2.8932 4.2455 -3.6343
C -2.7075 4.6380 -2.3130
C -2.2136 3.7583 -1.3724
C -2.1037 4.1637 0.0821
C -1.8683 5.6608 0.2968
C -3.3755 3.7201 0.8178
C -1.8546 2.4144 -1.7581
N -1.4026 1.5538 -0.8417
H -2.7884 -1.3547 -3.4381
H -3.8738 -0.0073 -3.0483
H -2.6026 -0.4830 -1.9047
H -2.1182 0.6431 -4.7005
H -0.1293 -0.1654 -2.5565
H 0.2778 0.7698 -3.9963
H -0.3753 -0.8700 -4.1509
H -2.7537 2.6417 -5.0371
H -3.2825 4.9459 -4.3621
H -2.9662 5.6483 -2.0197
H -1.2542 3.6259 0.5015
H -2.7788 6.2395 0.1190
H -1.0846 6.0427 -0.3613
H -1.5595 5.8449 1.3290
H -4.2469 4.2153 0.3821
H -3.3284 3.9831 1.8799
H -3.5202 2.6404 0.7290
C -5.5741 2.8780 6.2532
C -4.5255 1.9725 5.6130
S -3.8828 0.8767 6.8731
O -3.1595 1.6808 7.8270
O -4.9590 0.0280 7.3089
C -2.6921 -0.1429 6.0041
C -1.3458 0.5729 5.8341
N -0.6202 0.1028 4.6552
C -0.7411 0.6303 3.4169
N 0.0897 0.0573 2.5608
C 0.7828 -0.8776 3.2577
C 0.3609 -0.8679 4.5531
N 0.7540 -1.7419 5.6102
O 0.0785 -1.7523 6.6322
O 1.7344 -2.4286 5.4212
C -1.7199 1.6875 3.0598
H -5.9746 3.5644 5.5097
H -5.1319 3.4571 7.0635
H -6.3928 2.2854 6.6601
H -3.6790 2.5424 5.2278
H -4.9468 1.3375 4.8317
H -3.1464 -0.4107 5.0477
H -2.5948 -1.0425 6.6110
H -0.7363 0.3898 6.7057
H -1.4746 1.6489 5.7449
H 1.5210 -1.5262 2.8086
H -1.4547 2.6534 3.5023
H -2.7276 1.4201 3.3812
H -1.7089 1.7758 1.9786


Most stable structure: version b


Version a
ORCA calculation (wB97M-V/def2-TZVPD) on the ion C6H12NO with charge +1.

E_HOMO: -12.75 eV
E_LUMO: -7.6453 eV
Net charge: +1

Atoms and positions in Å:
C -2.9628 0.1981 0.3447
C -1.7201 -0.7710 -0.2063
C -0.5231 -0.0887 -0.5778
C 0.8939 -0.7346 -0.4333
C 1.9587 0.0731 0.4083
C 3.2965 0.1743 0.0379
O 4.3469 0.4324 0.8331
N -2.3728 1.5066 0.7728
H -3.5903 0.3068 -0.5169
H -3.5240 -0.4114 1.2251
H -2.2328 -1.3512 -1.0377
H -1.4313 -1.4445 0.6636
H 0.8396 -1.7468 0.0125
H 1.3478 -0.8290 -1.4536
H 1.5494 0.6161 1.2850
H 3.5428 0.0061 -0.9965
H 5.1844 0.0701 0.5051
H -1.3351 1.3439 0.4989
H -2.6370 2.3511 0.2303
H -0.6308 0.2987 -1.5951


Version b
ORCA calculation (wB97M-V/def2-TZVPD) on the ion C6H12NO with charge +1.

E_HOMO: -13.70 eV
E_LUMO: -8.4264 eV
Net charge: +1

Atoms and positions in Å:
C -2.1057 -0.4239 1.1620
N -2.2632 0.1357 -0.3267
C -1.1713 0.4141 -1.1112
C -0.0795 -0.3731 -1.2993
C 1.2955 0.1818 -1.4583
C 2.0086 0.6216 -0.0655
C 1.2417 0.4047 1.2398
O 1.0091 -1.0602 1.3989
H -2.4410 0.3820 1.7149
H -2.6903 -1.3029 0.9742
H -3.1663 0.5976 -0.4927
H -1.0352 1.4500 -1.4047
H -0.1879 -1.5371 -1.1743
H 1.8606 -0.6177 -1.9892
H 1.1477 1.0789 -2.1312
H 2.1609 1.7397 -0.1038
H 3.0772 0.1984 0.1405
H 1.6544 0.8424 2.2232
H 0.2200 0.8240 1.2642
H 0.0328 -1.0749 1.2700


Most stable structure: version a